A.
# C28H43N6O3SeSiTi

C28H43N6O3SeSiTi as an isolated structure (wB97M-V/def2-TZVPD, OMol25).

**Spin multiplicity**: 1
**Net charge**: +1

```
83
C28H43N6O3SeSiTi | OMol25 | wB97M-V/def2-TZVPD
Ti 0.296 0.115 -2.526
N -0.371 -1.950 -3.102
C 0.660 -2.910 -2.656
C 2.065 -2.284 -2.816
O 3.006 -2.888 -3.318
N 2.149 -0.978 -2.396
C 3.004 -0.122 -3.326
C 1.782 0.649 -3.981
O 1.474 1.721 -3.182
O 0.971 0.135 -4.802
H -1.279 -2.182 -2.707
H -0.461 -1.932 -4.122
H 0.649 -3.832 -3.238
H 0.491 -3.179 -1.613
H 3.608 -0.774 -3.972
H 3.674 0.510 -2.740
C 1.218 2.433 0.210
C -0.048 2.625 -0.580
C -0.838 3.761 -0.533
C -2.002 3.843 -1.355
C -2.376 2.840 -2.213
C -1.557 1.663 -2.211
N -0.486 1.602 -1.362
N -1.649 0.571 -2.988
Si -2.834 0.407 -4.337
C -4.500 0.632 -3.612
C -2.720 -1.305 -5.023
C -2.335 1.639 -5.623
H 1.461 3.355 0.731
H 2.050 2.152 -0.440
H 1.050 1.641 0.948
H -0.585 4.579 0.122
H -2.591 4.747 -1.298
H -3.252 2.879 -2.834
H -4.537 0.261 -2.595
H -5.230 0.113 -4.233
H -4.808 1.679 -3.578
H -2.892 -2.089 -4.287
H -1.783 -1.490 -5.527
H -3.506 -1.402 -5.772
H -2.348 2.646 -5.225
H -3.018 1.615 -6.480
H -1.324 1.416 -5.966
C -1.912 1.617 4.842
C -1.235 1.557 3.454
C -2.058 0.754 2.396
C -2.076 -0.762 2.644
N -0.694 -1.318 2.697
C 0.170 -1.357 1.627
Se -0.419 -1.086 -0.083
N 1.368 -1.815 2.066
C 2.556 -2.082 1.223
C 3.336 -0.809 0.862
C 4.103 -0.154 2.048
C 3.299 0.764 3.013
C 1.296 -2.037 3.451
C 2.236 -2.491 4.387
C 1.819 -2.619 5.711
C 0.503 -2.298 6.106
C -0.439 -1.834 5.187
C -0.017 -1.712 3.850
H -1.353 2.245 5.527
H -2.001 0.640 5.307
H -2.909 2.050 4.768
H -0.238 1.129 3.548
H -1.121 2.583 3.087
H -1.712 0.949 1.373
H -3.098 1.085 2.437
H -2.577 -1.251 1.797
H -2.596 -1.016 3.576
H 2.198 -2.530 0.290
H 3.190 -2.806 1.732
H 2.673 -0.084 0.392
H 4.073 -1.114 0.111
H 4.894 0.445 1.611
H 4.588 -0.933 2.633
H 2.878 1.612 2.474
H 3.975 1.187 3.764
H 2.500 0.222 3.532
H 3.249 -2.680 4.074
H 2.508 -2.972 6.460
H 0.225 -2.401 7.146
H -1.456 -1.590 5.443
```

B.
# C28H43N6O3SeSiTi

C28H43N6O3SeSiTi as an isolated structure (wB97M-V/def2-TZVPD, OMol25).

**Spin multiplicity**: 1
**Net charge**: +1

```
83
C28H43N6O3SeSiTi | OMol25 | wB97M-V/def2-TZVPD
Ti -13.041 -17.073 -2.581
N -13.794 -18.978 -3.130
C -14.866 -19.487 -2.270
C -15.473 -18.301 -1.511
O -16.428 -18.385 -0.740
N -14.766 -17.203 -1.730
C -15.382 -15.971 -1.249
C -14.641 -14.850 -1.888
O -15.061 -13.694 -1.903
O -13.568 -15.212 -2.607
H -13.078 -19.718 -3.282
H -14.181 -18.837 -4.106
H -15.716 -19.881 -2.866
H -14.547 -20.336 -1.650
H -16.450 -16.073 -1.540
H -15.300 -15.924 -0.121
C -11.991 -16.093 -6.237
C -11.214 -15.942 -4.987
C -10.158 -15.084 -5.006
C -9.520 -14.615 -3.825
C -9.709 -15.380 -2.698
C -10.854 -16.317 -2.674
N -11.513 -16.660 -3.850
N -11.347 -16.978 -1.566
Si -10.797 -17.320 0.105
C -9.382 -18.559 0.082
C -10.109 -15.714 0.654
C -12.159 -17.861 1.218
H -11.364 -15.612 -7.007
H -12.986 -15.611 -6.082
H -12.120 -17.063 -6.710
H -9.960 -14.510 -5.926
H -8.898 -13.672 -3.844
H -9.066 -15.280 -1.804
H -9.938 -19.538 0.123
H -8.802 -18.454 0.985
H -8.792 -18.504 -0.870
H -9.826 -15.704 1.689
H -10.934 -14.952 0.494
H -9.235 -15.410 0.136
H -12.471 -18.917 1.109
H -13.016 -17.171 1.034
H -11.859 -17.741 2.283
C -10.399 -7.906 -1.192
C -10.861 -8.885 -0.072
C -10.666 -10.364 -0.363
C -11.615 -11.131 -1.291
N -13.072 -10.821 -1.185
C -13.952 -11.248 -0.251
Se -13.540 -12.496 1.112
N -15.189 -10.767 -0.494
C -16.483 -11.164 0.166
C -16.666 -11.030 1.662
C -16.611 -9.520 2.134
C -15.197 -8.968 2.215
C -15.176 -9.987 -1.613
C -16.160 -9.106 -2.069
C -15.745 -8.363 -3.208
C -14.347 -8.276 -3.568
C -13.356 -9.072 -3.021
C -13.805 -9.981 -2.070
H -10.935 -6.910 -1.170
H -10.633 -8.341 -2.151
H -9.276 -7.901 -1.112
H -11.980 -8.662 0.045
H -10.301 -8.703 0.883
H -10.692 -10.823 0.646
H -9.633 -10.543 -0.693
H -11.566 -12.182 -1.023
H -11.375 -10.928 -2.321
H -16.688 -12.250 -0.036
H -17.315 -10.618 -0.248
H -15.928 -11.592 2.207
H -17.704 -11.360 1.853
H -16.999 -9.326 3.129
H -17.332 -8.832 1.591
H -15.024 -7.929 1.929
H -14.434 -9.530 1.605
H -14.868 -9.137 3.242
H -17.223 -9.046 -1.652
H -16.410 -7.741 -3.778
H -14.034 -7.490 -4.285
H -12.357 -9.153 -3.428
```

Compare the structures above. Which one is the least stable? B is.